(1)
A structure of composition C44H41N4OPSSbSe4SiTc at a distorted geometry, computed with ωB97M-V/def2-TZVPD.

Atoms and positions in Å:
Tc1 -1.280 1.036 -0.422
N1 -3.277 -0.080 3.221
C1 -3.160 -1.384 2.737
C2 -3.542 -2.615 3.259
C3 -3.338 -3.715 2.453
C4 -2.787 -3.593 1.165
C5 -2.406 -2.368 0.657
C6 -2.583 -1.257 1.479
N2 -2.348 0.113 1.252
C7 -2.795 0.764 2.298
C8 -2.799 2.210 2.315
C9 -3.377 3.075 3.180
S1 -3.041 4.664 2.680
C10 -2.160 4.072 1.345
N3 -2.123 2.783 1.264
H1 -3.674 0.185 4.108
H2 -3.994 -2.706 4.241
H3 -3.630 -4.692 2.813
H4 -2.672 -4.481 0.550
H5 -2.021 -2.274 -0.349
H6 -3.984 2.865 4.056
H7 -1.684 4.734 0.635
Se1 -3.231 2.833 -4.884
Sb1 -3.024 3.534 -2.595
Se2 -0.652 2.949 -1.564
Se3 -3.449 1.353 -1.141
Se4 -3.976 5.414 -1.539
C11 1.895 -3.499 -2.484
C12 1.100 -2.466 -1.643
C13 0.424 -3.206 -0.485
C14 2.095 -1.432 -1.112
Si1 -0.217 -1.531 -2.599
O1 -0.769 -0.271 -1.527
C15 -1.740 -2.532 -2.943
C16 -3.009 -1.942 -2.897
C17 -4.159 -2.688 -3.142
C18 -4.058 -4.042 -3.446
C19 -2.807 -4.641 -3.526
C20 -1.658 -3.894 -3.277
C21 0.436 -0.661 -4.086
C22 0.035 0.639 -4.403
C23 0.533 1.287 -5.529
C24 1.434 0.637 -6.364
C25 1.815 -0.668 -6.085
C26 1.321 -1.312 -4.957
H8 2.546 -4.076 -1.814
H9 2.543 -3.014 -3.217
H10 1.259 -4.219 -3.008
H11 1.190 -3.686 0.140
H12 -0.254 -3.985 -0.843
H13 -0.158 -2.537 0.154
H14 2.826 -1.926 -0.455
H15 1.605 -0.645 -0.540
H16 2.647 -0.951 -1.928
H17 -3.104 -0.885 -2.682
H18 -5.132 -2.211 -3.101
H19 -4.953 -4.628 -3.629
H20 -2.722 -5.691 -3.787
H21 -0.692 -4.386 -3.355
H22 -0.683 1.146 -3.765
H23 0.212 2.294 -5.759
H24 1.832 1.144 -7.237
H25 2.494 -1.191 -6.750
H26 1.616 -2.341 -4.778
N4 0.121 1.296 0.751
P1 1.413 1.629 1.712
C27 1.353 3.164 2.625
C28 0.252 3.447 3.435
C29 0.275 4.549 4.273
C30 1.405 5.362 4.326
C31 2.510 5.074 3.538
C32 2.490 3.975 2.684
C33 1.516 0.316 2.915
C34 1.257 -0.994 2.502
C35 1.378 -2.037 3.406
C36 1.752 -1.771 4.721
C37 2.000 -0.466 5.134
C38 1.887 0.586 4.235
C39 2.897 1.669 0.723
C40 3.000 2.621 -0.295
C41 4.119 2.630 -1.113
C42 5.140 1.707 -0.901
C43 5.052 0.787 0.134
C44 3.926 0.758 0.947
H27 -0.603 2.785 3.435
H28 -0.584 4.772 4.898
H29 1.427 6.215 4.999
H30 3.395 5.699 3.589
H31 3.356 3.753 2.074
H32 0.960 -1.190 1.477
H33 1.187 -3.056 3.086
H34 1.855 -2.587 5.430
H35 2.280 -0.265 6.163
H36 2.095 1.599 4.558
H37 2.228 3.367 -0.428
H38 4.199 3.360 -1.912
H39 6.017 1.714 -1.542
H40 5.861 0.086 0.311
H41 3.850 0.033 1.750

## Properties
Kohn-Sham gap (spin up / spin down) (eV): 4.086 / 4.089
E_HOMO (spin up / spin down) (eV): -12.640 / -12.641
LUMO energy (spin up / spin down) (eV): -8.553 / -8.552
Electronic energy (eV): -352413.150
Relative energy (zero: lowest compared OMol25 entry of this formula, charge and spin) (kcal/mol): 68.8
Total charge: +2

Löwdin population analysis, charges in e, atoms 1 to 8: number 1, Tc, carries 1.068; number 2, N, carries 0.214; number 3, C, carries -0.158; number 4, C, carries 0.008; number 5, C, carries -0.047; number 6, C, carries -0.037; number 7, C, carries -0.025; number 8, C, carries -0.186

---

(2)
A structure of composition C44H42As2N4O3PdS, computed with ωB97M-V/def2-TZVPD.

Atoms and positions in Å:
Pd1 -0.408 -0.179 -0.806
O1 1.145 4.805 -0.278
C1 2.288 4.539 0.379
C2 3.188 5.582 0.556
C3 4.375 5.351 1.222
C4 4.691 4.088 1.737
C5 3.803 3.055 1.584
C6 2.589 3.254 0.891
C7 1.673 2.169 0.666
O2 0.701 2.194 -0.074
N1 1.948 0.986 1.457
N2 1.151 0.055 1.259
C8 1.450 -1.012 2.134
C9 0.655 -2.056 2.440
C10 1.156 -3.013 3.410
C11 0.421 -4.073 3.775
C12 -0.895 -4.294 3.199
C13 -1.422 -3.460 2.290
C14 -0.705 -2.272 1.865
O3 -1.205 -1.476 1.079
H1 0.593 4.007 -0.285
H2 2.935 6.559 0.168
H3 5.072 6.169 1.353
H4 5.623 3.934 2.262
H5 4.024 2.079 1.989
H6 2.415 -0.899 2.621
H7 2.138 -2.833 3.830
H8 0.792 -4.779 4.505
H9 -1.454 -5.163 3.522
H10 -2.402 -3.611 1.859
C15 0.084 -1.256 -4.115
C16 0.612 -2.435 -3.322
As1 1.243 -1.716 -1.611
C17 1.749 -3.254 -0.571
C18 2.976 -3.327 0.081
C19 3.301 -4.458 0.813
C20 2.401 -5.514 0.902
C21 1.168 -5.433 0.268
C22 0.840 -4.303 -0.468
C23 2.872 -0.826 -2.113
C24 2.906 0.565 -2.096
C25 4.047 1.238 -2.511
C26 5.152 0.521 -2.949
C27 5.116 -0.868 -2.977
C28 3.979 -1.545 -2.562
As2 -1.227 -0.324 -2.980
C29 -2.715 -1.531 -2.987
C30 -3.337 -1.846 -4.193
C31 -4.363 -2.779 -4.210
C32 -4.759 -3.398 -3.031
C33 -4.132 -3.086 -1.832
C34 -3.106 -2.150 -1.804
C35 -1.717 1.200 -4.042
C36 -3.050 1.550 -4.206
C37 -3.383 2.613 -5.037
C38 -2.386 3.318 -5.699
C39 -1.050 2.969 -5.527
C40 -0.715 1.912 -4.694
H11 -0.427 -1.547 -5.031
H12 0.882 -0.558 -4.366
H13 1.444 -2.945 -3.802
H14 -0.180 -3.157 -3.122
H15 3.682 -2.507 0.015
H16 4.262 -4.520 1.307
H17 2.663 -6.400 1.466
H18 0.464 -6.252 0.340
H19 -0.129 -4.249 -0.953
H20 2.040 1.121 -1.754
H21 4.074 2.321 -2.492
H22 6.044 1.044 -3.270
H23 5.976 -1.427 -3.325
H24 3.959 -2.628 -2.590
H25 -3.038 -1.362 -5.116
H26 -4.854 -3.022 -5.144
H27 -5.561 -4.125 -3.048
H28 -4.447 -3.567 -0.914
H29 -2.620 -1.904 -0.869
H30 -3.829 0.990 -3.701
H31 -4.423 2.875 -5.184
H32 -2.650 4.134 -6.361
H33 -0.274 3.513 -6.049
H34 0.328 1.642 -4.568
C41 -4.895 2.960 -0.818
N3 -3.560 3.313 -1.258
C42 -3.285 4.608 -1.893
C43 -1.779 4.538 -2.207
N4 -1.421 3.215 -1.686
C44 -2.458 2.580 -1.151
S1 -2.435 1.039 -0.406
H35 -5.162 3.499 0.092
H36 -4.946 1.891 -0.625
H37 -5.608 3.218 -1.602
H38 -3.536 5.422 -1.213
H39 -3.891 4.709 -2.793
H40 -1.211 5.315 -1.701
H41 -1.584 4.597 -3.275
H42 -0.495 2.826 -1.627

## Properties
Kohn-Sham gap (eV): 6.300
E_HOMO (eV): -13.296
LUMO energy (eV): -6.996
Electronic energy (eV): -194391.995
Relative energy (zero: lowest compared OMol25 entry of this formula, charge and spin) (kcal/mol): 0.0
Total charge: +2

Löwdin population analysis, charges in e, atoms 1 to 8: number 1, Pd, carries 0.294; number 2, O, carries 0.091; number 3, C, carries -0.233; number 4, C, carries 0.014; number 5, C, carries -0.025; number 6, C, carries -0.058; number 7, C, carries -0.012; number 8, C, carries -0.084

---

(3)
A structure of composition C44H42BrIrN5P2S2 at a distorted geometry, computed with ωB97M-V/def2-TZVPD.

Atoms and positions in Å:
Ir1 -2.154 0.641 0.151
C1 -6.725 -2.465 -0.410
C2 -5.733 -1.823 0.490
C3 -5.906 -1.775 1.876
C4 -4.959 -1.140 2.668
C5 -3.875 -0.562 2.042
Br1 -2.498 0.400 2.971
N1 -3.667 -0.602 0.719
C6 -4.582 -1.222 -0.029
H1 -7.519 -2.947 0.154
H2 -6.252 -3.213 -1.045
H3 -7.176 -1.727 -1.074
H4 -6.777 -2.221 2.338
H5 -5.071 -1.086 3.740
H6 -4.401 -1.234 -1.094
C7 4.336 -5.375 0.286
S1 3.027 -4.380 0.993
C8 3.649 -2.681 0.731
C9 3.070 -1.719 1.764
C10 1.579 -1.427 1.616
N2 1.189 -0.778 0.351
P1 1.724 0.814 -0.086
C11 3.553 0.809 -0.112
C12 4.181 0.215 -1.214
C13 5.560 0.176 -1.298
C14 6.327 0.752 -0.293
C15 5.708 1.401 0.766
C16 4.329 1.478 0.841
C17 0.991 1.871 1.208
C18 1.328 1.843 2.541
C19 0.679 2.663 3.467
C20 -0.411 3.458 3.073
C21 -0.780 3.539 1.772
C22 0.034 2.903 0.686
P2 -0.453 -1.009 -0.174
C23 -0.259 -1.113 -1.978
C24 0.964 -1.260 -2.627
C25 1.005 -1.595 -3.970
C26 -0.174 -1.780 -4.678
C27 -1.398 -1.592 -4.048
C28 -1.441 -1.261 -2.706
C29 -0.717 -2.777 0.194
C30 -1.681 -3.203 1.103
C31 -1.948 -4.554 1.266
C32 -1.243 -5.493 0.528
C33 -0.252 -5.078 -0.353
C34 0.013 -3.729 -0.524
H7 4.057 -6.419 0.416
H8 5.277 -5.182 0.802
H9 4.452 -5.153 -0.774
H10 3.388 -2.383 -0.286
H11 4.733 -2.711 0.824
H12 3.647 -0.794 1.733
H13 3.202 -2.142 2.762
H14 1.243 -0.831 2.471
H15 1.047 -2.382 1.645
H16 3.599 -0.181 -2.034
H17 6.038 -0.258 -2.162
H18 7.404 0.748 -0.364
H19 6.300 1.863 1.541
H20 3.861 2.017 1.650
H21 2.102 1.183 2.904
H22 0.988 2.658 4.498
H23 -0.969 3.995 3.825
H24 -1.613 4.149 1.468
H25 -0.196 1.967 -1.090
H26 1.878 -1.145 -2.062
H27 1.954 -1.733 -4.465
H28 -0.139 -2.084 -5.713
H29 -2.313 -1.713 -4.608
H30 -2.388 -1.149 -2.187
H31 -2.219 -2.471 1.682
H32 -2.705 -4.871 1.967
H33 -1.465 -6.545 0.634
H34 0.304 -5.812 -0.920
H35 0.768 -3.416 -1.231
N3 -1.010 4.361 -1.511
C35 0.248 4.696 -1.103
C36 0.952 5.723 -1.750
C37 2.175 6.129 -1.275
C38 2.717 5.525 -0.139
C39 2.048 4.475 0.483
C40 0.828 4.032 0.005
N4 -0.865 2.286 -0.367
C41 -1.692 3.305 -0.953
C42 -3.079 3.255 -0.797
C43 -4.049 4.201 -1.126
S2 -5.598 3.678 -0.653
C44 -4.909 2.236 -0.054
N5 -3.614 2.131 -0.186
H36 -1.480 4.964 -2.173
H37 0.503 6.195 -2.612
H38 2.698 6.934 -1.765
H39 3.655 5.873 0.268
H40 2.474 4.028 1.366
H41 -3.910 5.148 -1.604
H42 -5.519 1.478 0.400

## Properties
Kohn-Sham gap (spin up / spin down) (eV): 6.763 / 3.455
<S²>: 8.823
E_HOMO (spin up / spin down) (eV): -16.152 / -17.157
LUMO energy (spin up / spin down) (eV): -9.388 / -13.702
Electronic energy (eV): -166850.568
Total charge: +4
2S+1: 6

natural (NBO) population analysis, charges in e, atoms 1 to 8: number 1, Ir, carries 0.719; number 2, C, carries -0.654; number 3, C, carries 0.006; number 4, C, carries -0.103; number 5, C, carries -0.239; number 6, C, carries 0.135; number 7, Br, carries 0.196; number 8, N, carries -0.495

---

(4)
A structure of composition C44H42FN6O9Ti at a distorted geometry, computed with ωB97M-V/def2-TZVPD.

Atoms and positions in Å:
Ti1 -0.504 0.508 -0.426
C1 -1.115 -0.145 3.950
O1 -2.014 0.886 3.526
C2 -1.873 0.968 2.167
N1 -0.866 0.268 1.651
C3 -0.230 -0.494 2.725
C4 -0.185 -1.987 2.494
C5 1.032 -2.656 2.499
C6 1.067 -4.028 2.283
C7 -0.106 -4.732 2.062
C8 -1.325 -4.065 2.059
C9 -1.362 -2.697 2.275
C10 -2.649 1.702 1.309
C11 -3.739 2.558 1.591
C12 -4.333 3.280 0.602
C13 -3.825 3.148 -0.733
C14 -2.788 2.314 -0.973
N2 -2.148 1.558 -0.002
C15 -2.188 2.071 -2.265
N3 -1.211 1.244 -2.373
C16 -0.815 1.165 -3.786
C17 -1.772 2.187 -4.449
O2 -2.624 2.662 -3.377
C18 -0.951 -0.217 -4.379
C19 -2.039 -1.023 -4.075
C20 -2.159 -2.289 -4.631
C21 -1.200 -2.747 -5.521
C22 -0.124 -1.933 -5.854
C23 0.001 -0.677 -5.281
H1 -0.555 0.227 4.811
H2 -1.699 -1.008 4.271
H3 0.804 -0.148 2.840
H4 1.951 -2.092 2.628
H5 2.021 -4.540 2.255
H6 -0.077 -5.795 1.860
H7 -2.239 -4.606 1.848
H8 -2.311 -2.171 2.231
H9 -4.084 2.631 2.615
H10 -5.163 3.939 0.810
H11 -4.259 3.700 -1.556
H12 0.226 1.479 -3.861
H13 -1.259 3.048 -4.875
H14 -2.414 1.726 -5.198
H15 -2.789 -0.675 -3.376
H16 -2.992 -2.923 -4.351
H17 -1.283 -3.741 -5.941
H18 0.631 -2.289 -6.544
H19 0.865 -0.061 -5.502
O3 -2.494 -6.166 -1.930
C24 -3.336 -5.275 -1.721
O4 -4.573 -5.274 -1.874
C25 -2.732 -3.879 -1.416
C26 -3.559 -2.773 -1.244
C27 -3.003 -1.538 -0.974
N4 -1.685 -1.372 -0.848
C28 -0.890 -2.437 -0.970
C29 -1.361 -3.697 -1.279
C30 0.560 -2.136 -0.685
O5 1.447 -2.915 -0.951
O6 0.731 -0.947 -0.148
H20 -4.629 -2.915 -1.329
H21 -3.605 -0.643 -0.853
H22 -0.689 -4.536 -1.389
F1 2.739 5.942 -0.279
C31 2.066 4.757 -0.305
C32 2.466 3.779 -1.190
C33 1.768 2.576 -1.200
C34 0.688 2.317 -0.344
C35 0.322 3.364 0.508
C36 0.997 4.581 0.545
H23 3.308 3.961 -1.847
H24 2.085 1.813 -1.901
H25 -0.528 3.243 1.175
H26 0.697 5.384 1.208
O7 3.604 -0.217 3.417
C37 3.313 0.921 2.965
O8 3.330 1.396 1.834
C38 2.789 1.887 4.065
N5 2.313 1.045 5.224
C39 1.479 1.941 6.071
C40 0.770 2.860 5.061
C41 1.557 2.716 3.737
H27 3.606 2.495 4.460
H28 3.105 0.586 5.669
H29 1.783 0.273 4.807
H30 2.167 2.496 6.707
H31 0.817 1.350 6.701
H32 0.772 3.882 5.436
H33 -0.270 2.567 4.925
H34 1.839 3.669 3.300
H35 0.972 2.201 2.974
C42 4.784 -1.757 -2.424
N6 3.697 -0.856 -2.130
C43 3.829 -0.043 -0.929
C44 2.590 -0.866 -2.882
O9 1.564 -0.222 -2.701
H36 4.952 -2.428 -1.578
H37 5.708 -1.205 -2.619
H38 4.543 -2.360 -3.298
H39 4.551 0.762 -1.081
H40 4.167 -0.669 -0.103
H41 2.874 0.377 -0.654
H42 2.676 -1.546 -3.748

## Properties
Kohn-Sham gap (spin up / spin down) (eV): 5.179 / 5.181
E_HOMO (spin up / spin down) (eV): -3.661 / -3.662
LUMO energy (spin up / spin down) (eV): 1.518 / 1.518
Electronic energy (eV): -99515.881
Relative energy (zero: lowest compared OMol25 entry of this formula, charge and spin) (kcal/mol): 19.2
Total charge: -1

Löwdin population analysis, charges in e, atoms 1 to 8: number 1, Ti, carries 1.116; number 2, C, carries -0.085; number 3, O, carries 0.001; number 4, C, carries -0.340; number 5, N, carries 0.044; number 6, C, carries -0.228; number 7, C, carries -0.194; number 8, C, carries -0.026